1.
Formula: C16H31ClF3N2O4S
Source: the Open Molecules 2025 dataset
Level of theory: wB97M-V/def2-TZVPD

Atoms and positions in Å:
C1 2.59480 -4.19816 -3.91153
C2 2.48108 -2.83475 -2.94954
N1 3.44152 -2.61857 -1.99084
C3 1.20694 -1.84282 -3.28216
C4 1.47622 -0.25588 -2.97519
N2 2.92890 0.15629 -3.29055
Cl1 2.82207 1.58606 -4.29362
C5 1.20172 0.21458 -1.42985
C6 -0.10911 -0.46264 -0.71551
C7 0.47527 -1.75586 0.16970
C8 -0.68057 -2.85275 0.55631
S1 0.08594 -4.16847 1.67073
O1 0.91863 1.68709 -1.49277
C9 1.18691 2.32184 -0.18834
C10 2.65361 3.06245 -0.28794
C11 2.86924 3.92172 1.09646
C12 3.73539 5.31322 0.77279
O2 3.87430 6.00630 2.06530
H1 2.14019 -3.87752 -4.96443
H2 1.94496 -5.08919 -3.52016
H3 3.72063 -4.50724 -4.10927
H4 4.08348 -3.46330 -2.07658
H5 0.24573 -2.29288 -2.78967
H6 1.03617 -1.92721 -4.46082
H7 0.81175 0.39171 -3.71350
H8 3.41508 0.47572 -2.40457
H9 2.10952 0.08594 -0.70277
H10 -0.67439 0.25608 0.04468
H11 -0.93124 -0.85368 -1.45754
H12 1.30319 -2.32693 -0.47097
H13 1.02739 -1.40651 1.15104
H14 -1.50051 -2.30145 1.18864
H15 -1.08419 -3.37216 -0.41152
H16 1.15817 -4.82596 0.99933
H17 1.10741 1.59361 0.73299
H18 0.38774 3.20137 -0.07778
H19 2.62468 3.72289 -1.26918
H20 3.47110 2.23151 -0.39339
H21 3.41828 3.24393 1.90995
H22 1.83125 4.30827 1.52638
H23 3.11153 5.92908 -0.01437
H24 4.75624 4.97300 0.29133
H25 3.77214 5.26129 2.75712
C13 -6.17792 -0.80822 4.08747
C14 -5.76960 -1.51227 2.80813
O3 -5.54700 -0.62500 1.71777
C15 -4.27915 0.08393 1.63050
O4 -3.25826 -0.76267 1.72463
C16 -4.17261 1.31813 2.60973
F1 -5.37288 1.96139 2.71330
F2 -3.30042 2.25642 2.14204
F3 -3.78610 1.02254 3.87378
H26 -6.86687 0.01785 3.88536
H27 -6.65883 -1.51335 4.77309
H28 -5.30960 -0.40312 4.60911
H29 -6.61342 -2.14112 2.49966
H30 -4.93211 -2.19755 2.97498
H31 -4.40438 0.59302 0.66208

Properties
E = -2196.4586 hartree
E_HOMO = -0.1501 Ha
Kohn-Sham gap = 6.34 eV
total charge = -1

Results of the natural (NBO) charge analysis, in e, for atoms 1 through 5: C -0.708; C 0.340; N -0.649; C -0.490; C -0.084

2.
Formula: C16H31CrF3P2
Source: the Open Molecules 2025 dataset
Level of theory: wB97M-V/def2-TZVPD

Atoms and positions in Å:
P1 -0.91433 -0.92926 -2.87705
P2 2.18247 -0.64663 -2.14684
C1 0.32602 -0.92419 -4.27026
C2 1.72729 -1.34992 -3.81364
H1 0.36217 0.09835 -4.66654
H2 -0.03511 -1.57373 -5.07960
H3 1.77009 -2.44265 -3.72546
H4 2.48540 -1.05341 -4.55164
C3 3.15514 0.83522 -2.69954
H5 3.66606 1.27346 -1.83614
H6 2.47936 1.59407 -3.10556
H7 3.90179 0.57706 -3.46101
C4 3.59690 -1.77974 -1.74589
H8 4.32249 -1.84140 -2.56645
H9 3.21213 -2.78282 -1.53595
H10 4.10851 -1.42124 -0.84688
C5 -2.23115 0.10663 -3.67584
H11 -3.13280 0.09361 -3.05506
H12 -2.48679 -0.25247 -4.68044
H13 -1.88669 1.14328 -3.74618
C6 -1.66786 -2.60422 -3.14950
H14 -0.96190 -3.38377 -2.84751
H15 -1.94931 -2.76334 -4.19812
H16 -2.56062 -2.70403 -2.52371
Cr1 -0.93475 0.97630 3.61953
C7 0.84878 -0.00545 2.71610
C8 0.84427 1.31464 2.27725
C9 0.39584 1.77247 0.89902
C10 -1.09202 2.19798 0.84987
C11 -2.00700 1.34757 1.70287
C12 -1.93236 -0.03181 1.86621
C13 -0.95325 -0.94218 1.14348
C14 0.34401 -1.20563 1.94627
C15 -2.67890 1.23442 4.71825
H17 1.47635 -0.24307 3.57285
H18 1.44537 2.02373 2.84157
H19 0.59063 0.98398 0.16697
H20 1.00960 2.62812 0.59883
H21 -1.17557 3.22864 1.21115
H22 -1.44213 2.20573 -0.19369
H23 -2.92929 1.83624 2.01161
H24 -2.79030 -0.52163 2.32081
H25 -0.71511 -0.52242 0.16225
H26 -1.44382 -1.90279 0.95510
H27 0.15241 -2.00161 2.67387
H28 1.12817 -1.58344 1.27239
H29 -2.60733 0.74913 5.69693
H30 -3.55459 0.83905 4.18746
H31 -2.83134 2.30834 4.88682
F1 1.51989 1.63721 5.13807
C16 0.17310 1.43545 5.36609
F2 0.03339 0.38977 6.25825
F3 -0.34333 2.58239 5.93866

Properties
E = -2654.8958 hartree
E_HOMO (alpha / beta) = -0.2926 / -0.3008 Ha
Kohn-Sham gap (alpha / beta) = 8.23 / 7.76 eV
relative energy (zero: lowest compared OMol25 entry of this formula, charge and spin) = 0.000 eV
total charge = 0
multiplicity = 5

Results of the natural (NBO) charge analysis, in e, for atoms 1 through 5: P 0.783; P 0.780; C -0.705; C -0.705; H 0.222

3.
Formula: C16H31FHfN
Source: the Open Molecules 2025 dataset
Level of theory: wB97M-V/def2-TZVPD

Atoms and positions in Å:
C1 4.00314 -1.55493 -0.33043
C2 2.91772 -2.52677 0.21848
C3 1.52783 -1.92295 -0.11353
C4 0.74199 -2.71741 -1.21793
C5 -0.56601 -3.36524 -0.68769
C6 -1.83492 -2.84712 -1.40586
C7 -2.52494 -1.70201 -0.58652
C8 -1.67135 -0.42996 -0.90535
C9 -2.38425 0.77541 -0.20046
C10 -1.40319 1.78931 0.42896
N1 -0.14318 1.71794 -0.01365
C11 0.22059 2.39944 -1.07951
C12 -0.70206 3.11778 -2.02904
C13 1.68910 2.41992 -1.39934
C14 -1.35247 1.42509 2.01725
F1 -0.79392 0.26340 2.17691
C15 -0.68374 2.59635 2.89127
C16 0.63008 2.01046 3.49714
H1 3.94255 -0.56947 0.14514
H2 4.98766 -2.00690 -0.18781
H3 3.81810 -1.41707 -1.40336
H4 3.03486 -2.68411 1.29383
H5 3.04520 -3.48393 -0.29298
H6 1.65996 -0.87654 -0.46594
H7 0.91557 -1.83608 0.80210
H8 1.41678 -3.45484 -1.66150
H9 0.53290 -2.00062 -2.02637
H10 -0.51785 -4.45073 -0.84672
H11 -0.62310 -3.15052 0.38699
H12 -2.52635 -3.65061 -1.67911
H13 -1.46660 -2.37279 -2.32536
H14 -3.58556 -1.57545 -0.81952
H15 -2.33777 -1.91883 0.47370
H16 -1.71971 -0.30770 -1.99027
H17 -0.66619 -0.63634 -0.53043
H18 -3.06360 1.25553 -0.92471
H19 -3.04409 0.36009 0.58866
H20 -1.14939 2.39560 -2.72632
H21 -1.44090 3.76026 -1.53898
H22 -0.07778 3.77421 -2.64467
H23 2.07308 3.44438 -1.35030
H24 2.19715 1.74801 -0.70307
H25 1.79575 1.98370 -2.40426
H26 -2.44802 1.31149 2.38963
H27 -0.53649 3.53427 2.32556
H28 -1.39673 2.86217 3.75193
H29 1.12803 2.76147 4.11297
H30 1.24361 1.66420 2.66229
H31 0.40463 1.15798 4.14326
Hf1 -3.26614 2.93044 2.18489

Properties
E = -829.3706 hartree
E_HOMO = -0.6481 Ha
Kohn-Sham gap = 3.01 eV
total charge = +3

Results of the natural (NBO) charge analysis, in e, for atoms 1 through 5: C -0.595; C -0.402; C -0.393; C -0.412; C -0.412

4.
Formula: C16H31N2PrS
Source: the Open Molecules 2025 dataset
Level of theory: wB97M-V/def2-TZVPD

Atoms and positions in Å:
C1 1.23428 2.08725 -1.15897
H1 2.24339 2.53521 -0.65081
H2 1.50798 1.17320 -1.82569
H3 1.90451 0.50509 1.72750
C2 0.07371 2.92599 -1.11784
H4 -0.72886 2.29202 -1.58087
H5 -0.29240 3.25648 -0.06573
C3 0.49745 4.15554 -1.96074
H6 -0.33600 4.82183 -1.94803
H7 1.40672 4.63142 -1.51865
H8 0.72483 3.83491 -3.00209
C4 -0.95378 -1.87098 -0.30365
C5 -1.59510 -0.97471 -1.22688
C6 -0.62150 -0.58696 -2.20177
C7 0.61336 -1.22938 -1.88093
C8 0.41557 -2.01440 -0.69812
C9 1.43694 -2.85161 -0.01862
C10 1.84212 -1.17287 -2.71574
C11 -0.87470 0.23557 -3.41641
C12 -3.05261 -0.69183 -1.29818
C13 -1.63108 -2.61730 0.78720
Pr1 0.17976 0.60454 0.14651
H9 2.73294 -1.38984 -2.11536
H10 1.84868 -1.88938 -3.55904
H11 1.95669 -0.16963 -3.14137
H12 2.42873 -2.64174 -0.41950
H13 1.46600 -2.62596 1.05364
H14 1.24727 -3.92777 -0.12956
H15 -2.54263 -2.10322 1.10916
H16 -1.91884 -3.63858 0.48893
H17 -0.98263 -2.71304 1.66228
H18 -3.24250 0.19003 -1.91474
H19 -3.63314 -1.52460 -1.72883
H20 -3.45670 -0.48597 -0.30685
H21 -0.16627 1.06993 -3.45681
H22 -0.75991 -0.33115 -4.35442
H23 -1.87433 0.65940 -3.39904
C14 0.22586 1.69438 5.74366
N1 1.08710 1.17110 4.67778
C15 0.75086 0.11274 3.89902
S1 1.84183 -0.40999 2.62538
N2 -0.28639 -0.68910 4.24003
C16 -0.47559 -1.18400 5.61421
H24 -0.82316 1.44697 5.57685
H25 0.34294 2.78386 5.72546
H26 0.55452 1.31688 6.72655
H27 1.86080 1.68733 4.35701
H28 -0.52035 -1.35406 3.51701
H29 -1.35402 -0.69887 6.06237
H30 -0.67078 -2.26663 5.56298
H31 0.40821 -1.01604 6.23951

Properties
E = -1652.2742 hartree
E_HOMO (alpha / beta) = -0.4865 / -0.4841 Ha
Kohn-Sham gap (alpha / beta) = 5.42 / 5.37 eV
relative energy (zero: lowest compared OMol25 entry of this formula, charge and spin) = 0.000 eV
total charge = +2
multiplicity = 3

Results of the Löwdin charge analysis, in e, for atoms 1 through 5: C -0.388; H 0.152; H 0.077; H -0.172; C -0.403